2 unconnected molecules or ions with the total composition C7H19N4P in a non-equilibrium geometry, computed with the ωB97M-V functional and the def2-TZVPD basis.

Output
- energy relative to the best compared isomer or geometry (same formula, charge and spin) (kcal/mol) = 65.0
- orbital gap (alpha / beta) (eV) = 8.096 / 8.094
- E_HOMO (alpha / beta) (eV) = -8.2 / -8.2
- strongest force on any atom (Eh/bohr) = 0.098

The geometry in ORCA input format:
```
! wB97M-V def2-TZVPD RIJCOSX def2/J DEFGRID3
* xyz 0 1
C -1.15 -2.92 -0.67
C -3.60 -3.06 0.11
C 1.87 3.02 -1.37
C 1.40 0.54 -1.47
C 1.50 1.50 2.79
C -2.39 -2.12 -0.33
C 1.64 1.76 -0.48
N -2.29 -1.19 0.92
N -1.12 -0.79 1.13
N 0.51 2.06 0.41
N 0.59 0.75 1.94
P -0.83 0.22 2.50
H -0.69 -3.60 0.05
H -1.23 -3.49 -1.61
H -0.29 -2.27 -0.97
H -4.19 -2.46 0.75
H -3.08 -3.89 0.61
H -4.06 -3.41 -0.82
H 2.72 2.76 -2.03
H 0.93 3.14 -1.96
H 2.13 3.88 -0.78
H 0.84 -0.10 -0.89
H 2.37 0.18 -1.68
H 0.91 0.82 -2.42
H 1.31 1.58 3.80
H 2.48 1.12 2.70
H 1.26 2.40 2.31
H -2.93 -1.56 -1.11
H 2.60 1.70 0.21
H -0.33 1.85 -0.01
H -2.04 1.11 2.41
*
```

Atomic partial charges in e from the Mulliken method, atoms 1 to 4:
1. C -0.927
2. C -1.246
3. C -1.464
4. C -1.159



3 unconnected molecules or ions with the total composition C7H19NO2 in a non-equilibrium geometry, computed with the ωB97M-V functional and the def2-TZVPD basis.

Output
- energy relative to the best compared isomer or geometry (same formula, charge and spin) (kcal/mol) = 69.7
- orbital gap (eV) = 8.878
- E_HOMO (eV) = -8.5
- SMILES string = CCCN1CCCC1.O.O
- strongest force on any atom (Eh/bohr) = 0.111

The geometry in ORCA input format:
```
! wB97M-V def2-TZVPD RIJCOSX def2/J DEFGRID3
* xyz 0 1
C 0.20 1.05 -3.31
C 0.42 -0.32 -2.61
C 0.86 0.14 -1.20
N -0.38 0.35 -0.35
C -1.08 1.66 -0.58
C -1.48 2.16 0.87
C -1.11 0.88 1.82
C -0.07 0.21 1.10
H -0.48 1.75 -2.70
H -0.17 1.09 -4.32
H 1.08 1.55 -3.53
H 1.18 -1.01 -3.04
H -0.44 -1.02 -2.47
H 1.57 0.96 -1.22
H 1.50 -0.69 -0.78
H -1.99 1.42 -1.30
H -0.50 2.57 -0.98
H -2.36 2.83 1.16
H -0.79 3.04 1.19
H -2.02 0.13 2.09
H -0.93 1.28 2.77
H 0.88 0.89 1.34
H -0.19 -0.90 1.37
O 2.43 -1.87 2.79
H 1.52 -1.98 2.96
H 2.36 -2.47 1.98
O -0.25 -3.09 0.94
H -0.19 -3.91 0.51
H -1.18 -2.92 1.04
*
```

Atomic partial charges in e from the Mulliken method, atoms 1 to 4:
1. C -1.066
2. C -0.539
3. C -0.603
4. N 0.100



3 unconnected molecules or ions with the total composition C7H19NO2 in a non-equilibrium geometry, computed with the ωB97M-V functional and the def2-TZVPD basis.

Output
- energy relative to the best compared isomer or geometry (same formula, charge and spin) (kcal/mol) = 68.8
- orbital gap (eV) = 9.951
- E_HOMO (eV) = -9.2
- SMILES string = C=CC[C@@H](C)NCC.O.O
- strongest force on any atom (Eh/bohr) = 0.106

The geometry in ORCA input format:
```
! wB97M-V def2-TZVPD RIJCOSX def2/J DEFGRID3
* xyz 0 1
C 1.14 -2.50 -0.50
C -0.10 -2.09 -0.33
C -0.70 -1.19 -1.42
C -0.20 0.22 -1.18
C -0.15 1.19 -2.41
N -1.03 0.75 0.03
C -0.23 1.82 0.72
C -0.17 1.49 2.34
H 1.79 -2.01 -1.17
H 1.58 -3.48 -0.27
H -0.66 -2.57 0.38
H -1.92 -1.19 -1.51
H -0.47 -1.47 -2.44
H 0.97 0.17 -0.91
H -0.86 2.04 -2.24
H 0.78 1.64 -2.60
H -0.49 0.71 -3.26
H -1.93 1.08 -0.35
H -0.76 2.82 0.72
H 0.83 1.84 0.45
H 0.31 2.31 2.80
H -1.12 1.24 2.77
H 0.63 0.70 2.30
O 2.78 0.33 0.82
H 2.99 -0.43 1.25
H 1.91 0.09 0.35
O -1.67 -1.04 2.26
H -1.11 -0.65 1.49
H -2.12 -1.83 1.91
*
```

Atomic partial charges in e from the Mulliken method, atoms 1 to 4:
1. C -1.153
2. C -0.182
3. C -0.721
4. C 1.049



2 unconnected molecules or ions with the total composition C7H19O5S2Si, computed with the ωB97M-V functional and the def2-TZVPD basis.

Output
- orbital gap (eV) = 9.640
- E_HOMO (eV) = -13.0
- strongest force on any atom (Eh/bohr) = 0.019

The geometry in ORCA input format:
```
! wB97M-V def2-TZVPD RIJCOSX def2/J DEFGRID3
* xyz 1 1
C -1.37 0.65 1.73
Si -1.61 2.32 0.91
C -3.40 2.46 0.36
C -1.20 3.66 2.12
O -0.55 2.54 -0.39
C -0.67 1.78 -1.54
C 0.15 0.49 -1.39
S -0.18 -0.55 -2.84
H -0.32 0.36 1.84
H -1.93 -0.14 1.23
H -1.80 0.74 2.74
H -3.94 1.55 0.64
H -3.55 2.66 -0.70
H -3.85 3.28 0.92
H -1.91 3.63 2.94
H -1.26 4.63 1.62
H -0.20 3.52 2.51
H -1.71 1.55 -1.82
H -0.24 2.35 -2.38
H 1.22 0.71 -1.37
H -0.11 -0.08 -0.50
H -0.53 -1.71 -2.24
H 1.04 -0.90 -3.27
C 3.59 -2.86 -0.39
C 3.05 -4.25 -0.10
O 1.85 -3.99 0.66
S 1.16 -2.67 0.16
O 0.13 -2.95 -0.79
O 0.88 -1.83 1.27
O 2.40 -2.09 -0.66
H 4.10 -2.42 0.47
H 4.24 -2.83 -1.26
H 3.72 -4.85 0.51
H 2.79 -4.79 -1.01
*
```

Atomic partial charges in e from the Mulliken method, atoms 1 to 4:
1. C -1.055
2. Si 0.620
3. C -1.164
4. C -1.018



A molecular structure, C7H20Br2LiO3 in a non-equilibrium geometry, computed with the ωB97M-V functional and the def2-TZVPD basis.

Output
- orbital gap (eV) = 5.828
- E_HOMO (eV) = -3.4
- strongest force on any atom (Eh/bohr) = 0.142

The geometry in ORCA input format:
```
! wB97M-V def2-TZVPD RIJCOSX def2/J DEFGRID3
* xyz -1 1
Li 1.36 -0.78 -0.45
Br 2.81 -0.07 0.57
Br 1.61 -2.55 -1.15
C 0.94 -2.07 1.92
C -0.24 -1.64 1.13
C -1.40 -1.15 1.98
O 0.08 -0.65 0.19
H 1.69 -2.53 1.28
H 0.71 -2.78 2.71
H 1.39 -1.22 2.43
H -0.60 -2.50 0.57
H -1.76 -1.82 2.75
H -2.30 -0.92 1.41
H -1.12 -0.20 2.43
H -0.40 0.15 0.44
C -0.74 0.96 -2.53
C 0.32 -0.17 -2.54
O 1.38 0.04 -1.65
H -1.49 0.73 -3.28
H -0.22 1.86 -2.87
H -1.09 1.10 -1.51
H 0.76 -0.31 -3.52
H -0.13 -1.15 -2.35
H 1.84 0.85 -1.85
C 0.66 2.03 0.30
C -0.88 2.08 0.45
O -1.31 0.80 0.81
H 1.20 1.94 1.24
H 0.96 2.92 -0.26
H 0.79 1.20 -0.40
H -1.37 2.26 -0.50
H -1.18 2.80 1.21
H -2.25 0.79 1.01
*
```

Atomic partial charges in e from the Mulliken method, atoms 1 to 4:
1. Li 1.062
2. Br -0.804
3. Br -0.850
4. C -1.593



A molecular structure, C7H20Cl3CrO7S2 in a non-equilibrium geometry, computed with the ωB97M-V functional and the def2-TZVPD basis.

Output
- energy relative to the best compared isomer or geometry (same formula, charge and spin) (kcal/mol) = 0.0
- orbital gap (alpha / beta) (eV) = 6.070 / 7.318
- E_HOMO (alpha / beta) (eV) = -3.9 / -5.1
- strongest force on any atom (Eh/bohr) = 0.038

The geometry in ORCA input format:
```
! wB97M-V def2-TZVPD RIJCOSX def2/J DEFGRID3
* xyz -1 5
Cr -2.48 0.98 -0.36
Cl -2.71 2.87 1.44
Cl -3.57 1.91 -2.43
Cl -4.06 -0.84 0.25
O -1.35 -0.59 -1.89
S -0.63 -1.74 -2.39
O -1.23 -2.51 -3.44
O 0.83 -1.19 -2.84
C 0.79 -0.22 -3.93
C 2.26 0.10 -4.17
C -0.12 -2.71 -1.03
H 0.18 0.60 -3.54
H 0.32 -0.63 -4.82
H 2.77 -0.86 -4.22
H 2.66 0.65 -3.31
H 2.52 0.80 -4.96
H 0.54 -2.11 -0.42
H 0.45 -3.57 -1.40
H -1.03 -3.12 -0.60
O -1.10 0.02 0.89
S -0.71 -0.54 2.17
O -0.03 -1.81 2.33
O 0.23 0.64 2.73
C 0.85 0.47 4.02
C 2.35 0.50 3.82
C -2.12 -0.52 3.26
H 0.57 -0.44 4.55
H 0.47 1.32 4.59
H 2.71 -0.32 3.21
H 2.92 0.65 4.74
H 2.55 1.40 3.22
H -2.55 -1.52 3.23
H -2.87 0.17 2.86
H -1.74 -0.24 4.23
C 0.69 1.83 -0.94
O -0.71 2.12 -1.00
H 0.81 0.75 -0.94
H 1.21 2.30 -1.79
H 1.13 2.30 -0.06
H -0.78 3.08 -1.09
*
```

Atomic partial charges in e from the Mulliken method, atoms 1 to 4:
1. Cr 0.485
2. Cl -0.719
3. Cl -0.682
4. Cl -0.658



A molecular structure, C7H20ClGaSiZn in a non-equilibrium geometry, computed with the ωB97M-V functional and the def2-TZVPD basis.

Output
- orbital gap (alpha / beta) (eV) = 2.588 / 4.383
- E_HOMO (alpha / beta) (eV) = 2.7 / 0.8
- strongest force on any atom (Eh/bohr) = 0.036

The geometry in ORCA input format:
```
! wB97M-V def2-TZVPD RIJCOSX def2/J DEFGRID3
* xyz -2 1
Ga 2.08 -2.33 -2.21
Cl 1.77 -1.31 -0.28
C 3.15 -1.60 -3.68
C 1.32 -4.14 -2.27
H 3.05 -2.26 -4.56
H 2.78 -0.59 -3.92
H 4.21 -1.54 -3.39
H 1.39 -4.54 -3.30
H 0.26 -4.06 -1.97
H 1.85 -4.80 -1.57
Zn -0.35 0.67 -0.47
C 1.32 1.75 -0.37
C -2.12 0.90 -1.18
H 1.83 1.75 -1.35
H 1.09 2.81 -0.16
H 2.07 1.46 0.38
H -3.07 0.34 -1.01
H -2.30 1.80 -1.83
C -3.16 0.46 2.17
Si -1.36 1.08 1.87
C -1.26 2.97 2.20
C -0.22 0.17 3.14
H -3.85 0.92 1.44
H -3.53 0.72 3.18
H -3.25 -0.64 2.06
H -1.59 3.18 3.24
H -0.23 3.35 2.11
H -1.90 3.55 1.52
H -0.54 0.38 4.17
H -0.27 -0.93 2.99
H 0.83 0.48 3.04
*
```

Atomic partial charges in e from the Mulliken method, atoms 1 to 4:
1. Ga -1.372
2. Cl 0.338
3. C -0.728
4. C -0.703



2 unconnected molecules or ions with the total composition C7H20N2O in a non-equilibrium geometry, computed with the ωB97M-V functional and the def2-TZVPD basis.

Output
- energy relative to the best compared isomer or geometry (same formula, charge and spin) (kcal/mol) = 41.9
- orbital gap (eV) = 9.918
- E_HOMO (eV) = -8.8
- SMILES string = CC(C)NN.COC(C)C
- strongest force on any atom (Eh/bohr) = 0.021

The geometry in ORCA input format:
```
! wB97M-V def2-TZVPD RIJCOSX def2/J DEFGRID3
* xyz 0 1
C -2.59 1.28 -0.51
C -2.44 -0.20 -0.15
C -1.69 -0.94 -1.26
N -1.67 -0.30 1.09
N -1.81 -1.52 1.80
H -3.14 1.81 0.26
H -3.12 1.39 -1.45
H -1.60 1.72 -0.60
H -3.44 -0.64 -0.03
H -2.21 -0.83 -2.21
H -1.62 -2.00 -1.04
H -0.69 -0.53 -1.34
H -1.93 0.44 1.73
H -1.29 -2.24 1.31
H -2.79 -1.82 1.85
C 1.53 2.18 -0.58
O 1.22 0.91 -0.07
C 2.34 0.08 0.42
C 3.13 -0.53 -0.73
C 1.65 -0.97 1.28
H 1.01 2.95 0.00
H 1.21 2.28 -1.63
H 2.60 2.39 -0.53
H 2.98 0.72 1.04
H 3.62 0.25 -1.32
H 3.89 -1.20 -0.33
H 2.47 -1.09 -1.38
H 2.25 -1.20 2.16
H 0.68 -0.50 1.52
H 1.44 -1.87 0.72
*
```

Atomic partial charges in e from the Mulliken method, atoms 1 to 4:
1. C -1.351
2. C 0.421
3. C -1.127
4. N 0.042



3 unconnected molecules or ions with the total composition C7H20N2O, computed with the ωB97M-V functional and the def2-TZVPD basis.

Output
- energy relative to the best compared isomer or geometry (same formula, charge and spin) (kcal/mol) = 13.0
- orbital gap (eV) = 9.656
- E_HOMO (eV) = -8.8
- SMILES string = CC(C)=O.CCN(C)C.N
- strongest force on any atom (Eh/bohr) = 0.010

The geometry in ORCA input format:
```
! wB97M-V def2-TZVPD RIJCOSX def2/J DEFGRID3
* xyz 0 1
C 2.11 0.00 1.43
C 2.54 0.71 0.17
C 3.78 0.14 -0.47
O 2.01 1.73 -0.21
H 1.17 0.42 1.80
H 2.88 0.14 2.19
H 1.99 -1.06 1.25
H 3.69 -0.94 -0.57
H 4.63 0.37 0.17
H 3.94 0.59 -1.44
C -1.36 1.96 0.28
C -2.23 0.89 -0.36
N -1.74 -0.46 -0.11
C -1.87 -0.84 1.29
C -2.42 -1.43 -0.96
H -0.31 1.81 0.02
H -1.46 1.97 1.36
H -1.66 2.94 -0.09
H -3.27 1.00 -0.02
H -2.21 1.03 -1.45
H -2.91 -0.83 1.63
H -1.29 -0.16 1.90
H -1.47 -1.85 1.42
H -3.51 -1.46 -0.77
H -2.27 -1.16 -2.00
H -2.01 -2.42 -0.78
N 1.04 -0.74 -1.25
H 1.06 -0.09 -2.02
H 0.16 -0.59 -0.75
H 0.99 -1.68 -1.65
*
```

Atomic partial charges in e from the Mulliken method, atoms 1 to 4:
1. C -1.109
2. C 1.083
3. C -1.328
4. O -0.617



A molecular structure, C7H20N3OTi in a non-equilibrium geometry, computed with the ωB97M-V functional and the def2-TZVPD basis.

Output
- energy relative to the best compared isomer or geometry (same formula, charge and spin) (kcal/mol) = 0.0
- orbital gap (alpha / beta) (eV) = 7.125 / 7.331
- E_HOMO (alpha / beta) (eV) = -9.8 / -10.0
- strongest force on any atom (Eh/bohr) = 0.053

The geometry in ORCA input format:
```
! wB97M-V def2-TZVPD RIJCOSX def2/J DEFGRID3
* xyz 1 1
C -0.70 1.07 -4.00
Ti -0.49 0.08 -2.13
N 0.62 -1.56 -3.01
H -1.33 1.41 -1.74
H 0.20 1.21 -3.11
H -1.21 2.03 -4.07
H -1.48 0.28 -3.71
H -0.20 0.79 -4.93
H 0.37 -2.46 -2.58
H 1.63 -1.44 -2.85
H 0.50 -1.68 -4.02
C -2.07 0.04 0.16
N -0.97 -0.02 1.12
C -1.29 0.41 2.48
C -0.33 -0.26 3.41
C 1.11 -0.01 3.04
N 1.32 -0.07 1.61
C 2.71 -0.10 1.18
C 0.31 -0.02 0.71
O 0.59 0.01 -0.55
H -1.83 -0.49 -0.82
H -2.40 1.08 -0.01
H -2.92 -0.50 0.60
H -1.23 1.50 2.57
H -2.32 0.10 2.68
H -0.51 -1.35 3.41
H -0.50 0.10 4.43
H 1.76 -0.76 3.50
H 1.44 0.98 3.40
H 3.24 0.79 1.53
H 3.20 -0.99 1.60
H 2.77 -0.15 0.09
*
```

Atomic partial charges in e from the Mulliken method, atoms 1 to 4:
1. C -0.670
2. Ti -0.219
3. N -0.756
4. H 0.031



4 unconnected molecules or ions with the total composition C7H20O4 in a non-equilibrium geometry, computed with the ωB97M-V functional and the def2-TZVPD basis.

Output
- energy relative to the best compared isomer or geometry (same formula, charge and spin) (kcal/mol) = 12.5
- orbital gap (eV) = 9.635
- E_HOMO (eV) = -9.0
- SMILES string = C/C=C(\C)CCCO.O.O.O
- strongest force on any atom (Eh/bohr) = 0.065

The geometry in ORCA input format:
```
! wB97M-V def2-TZVPD RIJCOSX def2/J DEFGRID3
* xyz 0 1
C -0.43 0.72 2.88
C -0.19 0.15 1.53
C 0.65 0.66 0.61
C 1.45 1.86 0.85
C 0.84 -0.04 -0.69
C 1.73 -1.29 -0.51
C 1.80 -2.12 -1.81
O 2.62 -1.49 -2.76
H -1.20 0.11 3.42
H 0.51 0.71 3.49
H -0.76 1.78 2.83
H -0.76 -0.77 1.31
H 0.97 2.55 1.53
H 2.49 1.64 1.33
H 1.67 2.43 -0.07
H 1.33 0.62 -1.46
H -0.16 -0.35 -1.12
H 2.76 -0.99 -0.23
H 1.33 -1.95 0.31
H 2.30 -3.08 -1.65
H 0.82 -2.31 -2.20
H 2.23 -0.58 -3.06
O -2.54 -1.33 -0.54
H -2.03 -2.07 -0.80
H -2.33 -0.68 -1.18
O -2.11 1.02 -1.80
H -1.27 1.49 -1.63
H -2.66 1.19 -0.99
O -3.25 1.00 0.62
H -3.29 0.04 0.53
H -2.54 1.10 1.27
*
```

Atomic partial charges in e from the Mulliken method, atoms 1 to 4:
1. C -1.465
2. C -0.594
3. C 1.014
4. C -1.499



7 unconnected molecules or ions with the total composition C7H21N7O14 in a non-equilibrium geometry, computed with the ωB97M-V functional and the def2-TZVPD basis.

Output
- energy relative to the best compared isomer or geometry (same formula, charge and spin) (kcal/mol) = 42.0
- orbital gap (eV) = 9.750
- E_HOMO (eV) = -11.1
- SMILES string = C[N+](=O)[O-].C[N+](=O)[O-].C[N+](=O)[O-].C[N+](=O)[O-].C[N+](=O)[O-].C[N+](=O)[O-].C[N+](=O)[O-]
- strongest force on any atom (Eh/bohr) = 0.123

The geometry in ORCA input format:
```
! wB97M-V def2-TZVPD RIJCOSX def2/J DEFGRID3
* xyz 0 1
C 2.81 3.25 -0.13
N 3.38 4.61 -0.12
O 2.71 5.52 -0.51
O 4.50 4.72 0.30
H 2.13 3.02 0.68
H 3.69 2.60 -0.16
H 2.26 3.22 -1.07
C -2.31 -1.24 -3.59
N -1.67 -0.93 -4.98
O -1.57 0.25 -5.33
O -1.43 -1.87 -5.69
H -3.38 -1.06 -3.62
H -1.97 -0.62 -2.76
H -2.20 -2.28 -3.27
C -1.38 0.73 -0.31
N -0.36 1.36 0.54
O -0.57 2.38 1.22
O 0.76 0.76 0.53
H -1.43 1.24 -1.28
H -2.34 0.75 0.22
H -1.01 -0.28 -0.49
C -5.72 -2.53 -0.56
N -4.43 -1.92 -0.29
O -3.63 -2.47 0.54
O -3.99 -1.01 -1.02
H -5.86 -3.31 0.20
H -5.70 -3.10 -1.49
H -6.37 -1.66 -0.46
C 0.84 -3.90 -0.65
N 0.11 -3.61 -1.88
O -0.11 -2.42 -2.07
O -0.27 -4.59 -2.55
H 1.57 -3.13 -0.38
H 1.31 -4.87 -0.76
H 0.12 -3.94 0.17
C 1.05 3.55 4.33
N -0.24 2.91 4.75
O -0.22 2.27 5.78
O -1.21 2.97 4.01
H 0.86 4.60 4.14
H 1.36 3.04 3.42
H 1.83 3.56 5.09
C 3.62 -0.58 0.96
N 4.50 -1.36 1.90
O 4.18 -2.50 2.16
O 5.52 -0.82 2.23
H 2.87 -0.24 1.67
H 3.20 -1.25 0.20
H 4.15 0.21 0.42
*
```

Atomic partial charges in e from the Mulliken method, atoms 1 to 4:
1. C -0.341
2. N 0.941
3. O -0.566
4. O -0.562